No. 1
19
Properties=species:S:1:pos:R:3 method="wB97M-V/def2-TZVPD" e_lumo_ev=0.992 e_above_lowest_kj_mol=96.8 homo_lumo_gap_ev=10.520 smiles=CC[C@H]1C[C@]1(C)O
C 0.141 -2.139 -0.958
C -0.704 -0.865 -0.965
C 0.136 0.376 -0.760
C -0.473 1.717 -0.421
C 0.400 1.026 0.576
C -0.184 0.525 1.876
O 1.664 1.620 0.730
H -0.470 -3.031 -1.132
H 0.659 -2.264 0.001
H 0.905 -2.099 -1.744
H -1.484 -0.930 -0.196
H -1.232 -0.782 -1.924
H 0.992 0.441 -1.433
H -1.541 1.752 -0.214
H -0.067 2.599 -0.905
H -0.298 1.367 2.568
H 0.475 -0.214 2.349
H -1.166 0.062 1.740
H 2.297 0.905 0.876

=====

No. 2
19
Properties=species:S:1:pos:R:3 method="wB97M-V/def2-TZVPD" total_charge=+1 spin_multiplicity=2 e_lumo_ev="-6.400 / -7.332" e_above_lowest_kj_mol=193.1 homo_lumo_gap_ev="8.238 / 7.469"
C -1.214 0.994 1.506
C 0.227 1.140 1.046
C 0.625 -0.156 0.282
C 1.992 -0.193 0.011
C 0.198 -2.300 -0.702
C -0.226 -1.317 0.131
H -1.672 1.795 2.116
H -1.895 1.016 0.628
H -1.388 0.035 1.988
H 0.447 2.036 0.454
H 0.894 1.264 1.898
H 2.714 -0.932 0.367
H 2.470 0.598 -0.608
H 1.301 -2.390 -0.769
H -0.308 -3.223 -1.017
H -1.192 -1.398 0.600
H -0.345 0.609 -2.511
H -1.514 1.526 -2.402
O -1.113 0.896 -3.017

=====

No. 3
33
Properties=species:S:1:pos:R:3 method="wB97M-V/def2-TZVPD" e_lumo_ev=0.440 e_above_lowest_kj_mol=43.8 homo_lumo_gap_ev=11.534
C -0.973 -0.484 -1.561
C -1.654 0.363 -2.662
O -2.614 1.191 -2.009
S -2.122 1.414 -0.509
O -3.225 1.599 0.346
O -1.053 2.331 -0.524
O -1.601 -0.055 -0.326
H 0.099 -0.326 -1.483
H -1.222 -1.537 -1.627
H -2.144 -0.300 -3.373
H -0.973 0.978 -3.248
C -3.025 -2.006 3.465
C -1.804 -2.005 2.575
O -2.204 -2.781 1.447
S -3.107 -3.992 1.940
O -2.275 -5.097 2.219
O -4.229 -4.122 1.100
O -3.567 -3.325 3.326
H -3.744 -1.249 3.141
H -2.825 -1.822 4.518
H -0.967 -2.515 3.066
H -1.426 -1.028 2.291
C 5.007 2.780 -1.796
C 4.314 3.199 -0.535
O 4.081 1.930 0.105
S 3.524 0.941 -0.998
O 2.144 1.116 -1.123
O 4.054 -0.343 -0.809
O 4.248 1.640 -2.229
H 6.032 2.458 -1.597
H 5.037 3.519 -2.592
H 3.352 3.695 -0.690
H 4.863 3.833 0.156

=====

No. 4
20
Properties=species:S:1:pos:R:3 method="wB97M-V/def2-TZVPD" e_lumo_ev=-3.154 e_above_lowest_kj_mol=987.5 homo_lumo_gap_ev=4.217
C 1.254 0.892 0.527
C 0.292 1.569 -0.505
C 0.264 1.008 -1.855
C -0.321 -0.274 -2.035
C -0.707 -1.223 -1.072
C -0.570 -2.194 1.119
O 0.674 -2.253 1.314
H 1.008 1.186 1.535
H 2.313 0.997 0.278
H 0.984 -0.169 0.429
H 0.365 2.652 -0.426
H -0.681 1.255 -0.085
H 0.597 1.536 -2.769
H -0.468 -0.603 -3.074
H -1.524 -1.869 -1.432
H -1.353 -1.464 1.329
H -0.986 -3.216 1.034
H -1.592 2.672 1.858
H -0.076 -1.848 -0.340
O -0.740 2.229 1.812

=====

No. 5
20
Properties=species:S:1:pos:R:3 method="wB97M-V/def2-TZVPD" e_lumo_ev=0.640 e_above_lowest_kj_mol=133.2 homo_lumo_gap_ev=10.392 smiles="CC(C)=O.CC(C)=O"
C 3.458 -1.743 2.456
C 2.978 -1.742 0.989
C 1.567 -1.212 0.726
O 3.679 -2.270 0.098
H 2.526 -1.556 3.015
H 4.177 -0.942 2.694
H 3.880 -2.706 2.789
H 1.592 -0.499 -0.115
H 1.152 -0.698 1.610
H 0.899 -2.048 0.459
C -3.360 1.245 -2.459
C -3.000 1.304 -0.989
C -1.612 1.919 -0.706
O -3.814 1.112 -0.111
H -3.891 2.139 -2.828
H -4.003 0.363 -2.619
H -2.435 1.117 -3.048
H -1.358 2.592 -1.543
H -0.848 1.125 -0.649
H -1.588 2.498 0.232

=====

No. 6
21
Properties=species:S:1:pos:R:3 method="wB97M-V/def2-TZVPD" e_lumo_ev="0.862 / -1.831" e_above_lowest_kj_mol=29.9 homo_lumo_gap_ev="9.891 / 4.268"
C -0.332 -0.205 -0.750
C 1.991 -0.532 -0.054
C -1.369 1.413 0.546
C -1.513 -1.186 -0.900
C 2.500 -1.874 0.519
C -1.721 2.837 0.627
O 0.578 -0.513 0.206
O -0.749 1.142 -0.588
Se 3.007 0.846 0.833
H 0.014 -0.313 -1.743
H 2.327 -0.495 -1.033
H -1.617 0.542 1.139
H -1.165 -2.097 -1.180
H -2.224 -0.863 -1.535
H -1.961 -1.398 0.167
H 2.288 -2.028 1.569
H 3.562 -2.082 0.306
H 2.006 -2.656 -0.139
H -1.813 3.134 1.610
H -2.749 2.877 0.272
H -1.059 3.453 0.128

=====

No. 7
21
Properties=species:S:1:pos:R:3 method="wB97M-V/def2-TZVPD" e_lumo_ev=0.850 e_above_lowest_kj_mol=207.0 homo_lumo_gap_ev=10.601 smiles=O[Si@H]1CCCCO1.C#C
O 2.485 2.150 0.489
Si 1.069 1.297 0.338
C 0.420 1.407 -1.540
C 0.259 -0.113 -1.885
C -0.476 -0.774 -0.647
C 0.560 -1.179 0.430
O 1.572 -0.271 0.565
H 3.385 1.723 0.498
H 0.047 1.567 1.265
H 0.996 1.996 -2.206
H -0.546 1.866 -1.653
H 1.247 -0.559 -1.992
H -0.242 -0.200 -2.816
H -0.910 0.066 -0.269
H -1.247 -1.551 -0.858
H 0.241 -1.332 1.451
H 0.919 -2.118 0.044
C -2.944 -0.896 3.361
C -1.994 -0.346 3.875
H -3.582 -1.399 2.684
H -1.292 0.271 4.292

=====

No. 8
21
Properties=species:S:1:pos:R:3 method="wB97M-V/def2-TZVPD" e_lumo_ev=0.883 e_above_lowest_kj_mol=451.7 homo_lumo_gap_ev=9.238 smiles=C[Si](C)(C)O[C@]12C[C@@H]1O2
C -1.661 -0.413 -2.231
Si -0.298 -0.513 -0.835
C -0.604 -1.829 0.629
C 1.477 -0.746 -1.490
O -0.628 0.919 -0.024
C 0.273 1.725 0.907
C -0.073 2.197 2.258
C 1.125 1.254 2.039
O 1.644 1.845 0.807
H -2.060 -1.500 -2.416
H -2.529 0.023 -1.794
H -1.180 0.107 -3.071
H -1.576 -2.177 0.484
H 0.192 -2.521 0.490
H -0.580 -1.247 1.422
H 1.808 -1.721 -1.466
H 1.681 -0.507 -2.562
H 2.290 -0.119 -0.920
H -0.825 1.767 2.764
H 0.211 3.167 2.505
H 1.314 0.289 2.503

=====

No. 9
21
Properties=species:S:1:pos:R:3 method="wB97M-V/def2-TZVPD" e_lumo_ev="-1.809 / -1.812" e_above_lowest_kj_mol=678.5 homo_lumo_gap_ev="6.124 / 6.118"
C 0.906 -0.567 1.638
C 1.113 0.733 1.051
C -0.104 1.296 0.212
C 1.372 -1.832 1.063
C -1.210 0.931 -2.046
C -0.207 0.360 -1.025
O -0.844 -0.949 -0.374
O -2.174 -0.695 0.185
O 0.925 -0.019 -1.498
H -2.737 -1.042 -0.520
H 0.663 -0.590 2.701
H 1.843 0.620 0.216
H 1.330 1.470 1.827
H 0.149 2.314 -0.087
H -1.030 1.299 0.787
H 1.733 -1.697 0.044
H 2.065 -2.334 1.748
H 0.499 -2.495 0.983
H -2.165 1.187 -1.588
H -0.779 1.826 -2.496
H -1.351 0.183 -2.824

=====

No. 10
21
Properties=species:S:1:pos:R:3 method="wB97M-V/def2-TZVPD" e_lumo_ev=0.373 e_above_lowest_kj_mol=352.5 homo_lumo_gap_ev=9.413 smiles="C=C(C)C=O.CC(O)O"
C -2.002 -0.890 0.581
C -1.901 0.065 -0.342
C -2.495 1.428 -0.226
C -0.859 -0.059 -1.815
O -0.680 0.894 -2.482
H -1.534 -1.858 0.450
H -2.630 -0.784 1.461
H -2.877 1.631 0.776
H -1.753 2.189 -0.482
H -3.312 1.544 -0.941
H -1.114 -1.113 -1.686
C 3.215 -0.081 0.502
C 1.719 -0.139 0.251
O 1.310 -1.377 -0.308
O 1.063 0.099 1.466
H 3.753 -0.297 -0.419
H 3.488 0.915 0.844
H 3.492 -0.805 1.269
H 1.438 0.605 -0.505
H 1.569 -2.077 0.306
H 0.108 0.108 1.301

=====

No. 11
21
Properties=species:S:1:pos:R:3 method="wB97M-V/def2-TZVPD" e_lumo_ev=0.167 e_above_lowest_kj_mol=625.9 homo_lumo_gap_ev=9.372
C 0.776 -0.671 2.252
C -0.623 -0.362 2.561
O -0.267 -1.594 1.882
O 1.493 -0.065 1.268
H 0.880 0.355 0.604
H 1.430 -1.047 3.033
H -1.017 -0.484 3.567
H -1.136 0.366 1.938
C 0.058 2.330 -0.846
C -1.301 -1.139 -1.121
C -0.060 -0.935 -1.679
C 1.079 -0.949 -2.287
O -0.153 0.968 -0.577
H -0.088 2.947 0.051
H 1.093 2.492 -1.182
H -0.612 2.701 -1.634
H -1.328 -1.802 -0.258
H -1.210 0.035 -0.669
H -2.142 -1.180 -1.809
H 1.355 -1.844 -2.840
H 1.775 -0.123 -2.256

=====

No. 12
21
Properties=species:S:1:pos:R:3 method="wB97M-V/def2-TZVPD" e_lumo_ev=0.912 e_above_lowest_kj_mol=496.4 homo_lumo_gap_ev=10.472
C 1.726 0.139 1.310
C 1.132 -0.811 0.373
C -0.127 0.324 -1.422
C 0.125 1.787 -1.179
C -1.289 -0.723 0.415
C -1.497 0.546 1.420
H 2.813 0.374 1.166
H 1.232 1.145 1.422
H 1.407 -0.358 2.376
H 1.713 -1.726 0.317
H -0.221 0.093 -2.525
H -1.021 2.296 -0.967
H 0.815 2.408 -1.827
H 0.832 1.802 -0.020
H -2.021 -1.465 0.513
H -0.601 1.166 1.015
H -2.407 1.107 1.091
H -1.413 0.359 2.350
O 1.176 -0.311 -1.067
O -1.335 -0.239 -0.886
O -0.034 -1.297 0.651

=====

No. 13
21
Properties=species:S:1:pos:R:3 method="wB97M-V/def2-TZVPD" e_lumo_ev=0.825 e_above_lowest_kj_mol=353.6 homo_lumo_gap_ev=9.625 smiles="C=CCOC(O)(O)CC"
C -1.768 -1.688 1.149
C -0.658 -0.918 1.160
C 0.623 -1.613 0.855
O 1.695 -0.734 0.237
C 1.327 0.490 -0.177
O 1.147 1.354 0.870
O 2.157 0.998 -1.130
C -0.330 0.333 -1.030
C -0.932 1.731 -1.074
H -2.645 -1.412 1.718
H -1.853 -2.554 0.518
H -0.596 -0.090 1.857
H 1.119 -1.981 1.756
H 0.484 -2.422 0.141
H 1.568 2.199 0.691
H 2.887 0.378 -1.271
H 0.112 0.069 -1.994
H -1.115 -0.412 -1.009
H -1.754 1.781 -1.787
H -1.277 2.023 -0.081
H -0.192 2.469 -1.400

=====

No. 14
23
Properties=species:S:1:pos:R:3 method="wB97M-V/def2-TZVPD" total_charge=+1 e_lumo_ev=-3.082 e_above_lowest_kj_mol=46.7 homo_lumo_gap_ev=9.354
Rb 1.074 -0.320 -0.456
C -0.174 -4.624 -3.651
S 1.162 -3.683 -2.820
O 0.663 -2.281 -2.593
C 1.002 -4.469 -1.218
H -0.151 -5.635 -3.247
H 0.079 -4.654 -4.707
H -1.117 -4.122 -3.455
H -0.033 -4.342 -0.877
H 1.526 -3.850 -0.481
H 1.350 -5.493 -1.130
O 0.210 1.064 1.953
C -0.178 2.203 1.994
O -1.208 2.533 2.753
C -1.507 3.928 2.723
C -0.266 4.590 2.109
C 0.357 3.456 1.294
H -1.648 4.274 3.745
H -2.413 4.105 2.144
H 0.412 4.946 2.877
H -0.625 5.370 1.438
H 1.442 3.509 1.352
H 0.044 3.496 0.251

=====

No. 15
22
Properties=species:S:1:pos:R:3 method="wB97M-V/def2-TZVPD" e_lumo_ev=0.940 e_above_lowest_kj_mol=55.8 homo_lumo_gap_ev=11.272 smiles="C1COCOC1.CC(=O)O"
C -1.159 -1.616 0.088
C -1.412 -1.896 -1.386
O -0.584 -1.061 -2.196
C 0.765 -1.265 -1.867
O 1.071 -0.919 -0.542
C 0.333 -1.746 0.359
H -1.493 -0.591 0.335
H -1.732 -2.319 0.723
H -2.458 -1.686 -1.683
H -1.203 -2.958 -1.618
H 1.046 -2.319 -2.056
H 1.378 -0.629 -2.534
H 0.657 -2.798 0.240
H 0.608 -1.422 1.381
C 0.426 3.777 1.727
C 0.429 2.324 1.357
O -0.079 1.423 1.986
O 1.093 2.118 0.189
H -0.116 3.928 2.677
H -0.069 4.373 0.942
H 1.458 4.145 1.850
H 1.042 1.137 0.027

=====

No. 16
22
Properties=species:S:1:pos:R:3 method="wB97M-V/def2-TZVPD" e_lumo_ev=0.689 e_above_lowest_kj_mol=102.9 homo_lumo_gap_ev=11.083 smiles="COC(C)=O.COC(C)=O"
C 1.731 1.895 0.818
O 1.834 0.573 0.348
C 1.751 -0.424 1.208
C 1.389 -1.714 0.530
O 1.868 -0.336 2.428
H 1.347 1.914 1.852
H 1.088 2.536 0.192
H 2.753 2.312 0.814
H 1.405 -1.502 -0.552
H 0.339 -1.821 0.852
H 1.911 -2.669 0.709
C -2.178 0.027 0.933
O -1.310 0.057 -0.159
C -1.795 -0.101 -1.435
C -0.708 -0.165 -2.438
O -3.004 -0.187 -1.800
H -1.617 0.424 1.796
H -2.460 -1.017 1.148
H -3.098 0.622 0.808
H 0.063 0.521 -2.050
H -1.057 0.214 -3.414
H -0.252 -1.158 -2.589

=====

No. 17
23
Properties=species:S:1:pos:R:3 method="wB97M-V/def2-TZVPD" e_lumo_ev=-1.486 e_above_lowest_kj_mol=436.6 homo_lumo_gap_ev=6.534
O 2.817 -2.213 1.244
C 3.321 -1.258 0.604
O 3.165 0.051 1.163
C 2.763 0.987 0.113
C 1.182 1.377 0.207
C 0.349 0.343 1.128
C -1.253 0.407 0.815
C -1.456 -0.600 -0.441
O -1.234 -0.253 -1.651
O -1.850 -1.901 -0.159
H 3.844 -1.473 -0.385
H 3.426 1.914 0.172
H 2.954 0.487 -0.908
H 0.816 1.386 -0.888
H 1.084 2.436 0.651
H 0.567 0.628 2.211
H 0.649 -0.743 0.883
H -1.841 0.017 1.726
H -1.506 1.489 0.559
O -4.544 -0.679 -1.582
H -3.694 -1.127 -1.303
H -5.187 -1.325 -1.943
H -4.371 0.050 -2.216

=====

No. 18
21
Properties=species:S:1:pos:R:3 method="wB97M-V/def2-TZVPD" total_charge=+1 e_lumo_ev=-4.119 homo_lumo_gap_ev=7.233
C 0.948 -0.984 0.860
C 1.468 -1.737 -0.186
C 1.973 -1.081 -1.360
C 2.193 0.344 -1.341
C 1.609 1.149 -0.369
Zr -0.067 -0.100 -0.795
P -2.291 -1.624 -0.282
H 0.748 -1.351 1.856
H 1.494 -2.833 -0.197
H 2.292 -1.645 -2.251
H 1.712 2.223 -0.243
H 2.865 0.710 -2.153
H -3.023 -1.168 0.863
H -2.257 -3.027 -0.013
H -3.344 -1.567 -1.250
C -1.064 2.488 1.044
O -1.074 1.071 0.812
H -0.557 2.957 0.201
H -0.525 2.717 1.975
H -2.097 2.839 1.156
H -1.005 0.617 1.674

=====

No. 19
20
Properties=species:S:1:pos:R:3 method="wB97M-V/def2-TZVPD" e_lumo_ev=0.739 e_above_lowest_kj_mol=268.2 homo_lumo_gap_ev=9.680 smiles="C=C(C)S[C@H](C)CO"
C -0.834 1.219 1.785
C 0.177 1.261 0.948
C 1.547 1.073 1.342
S 0.063 1.432 -0.863
C -0.241 -0.244 -1.513
C -1.694 -0.838 -1.429
C 0.905 -1.177 -0.972
O 0.402 -1.726 0.344
H -1.828 1.385 1.451
H -0.685 1.210 2.837
H 1.935 0.052 1.109
H 1.559 1.176 2.499
H 2.324 1.844 1.033
H -0.166 -0.159 -2.611
H -2.403 0.126 -1.696
H -2.033 -1.764 -2.028
H -1.910 -1.256 -0.393
H 1.106 -2.116 -1.587
H 1.848 -0.713 -0.945
H -0.072 -0.784 0.689

=====

No. 20
20
Properties=species:S:1:pos:R:3 method="wB97M-V/def2-TZVPD" e_lumo_ev=0.318 e_above_lowest_kj_mol=291.5 homo_lumo_gap_ev=8.646 smiles=CC1(C)OSC1(C)C
C -0.494 1.633 -0.737
C -0.795 0.501 0.257
C -0.556 0.728 1.810
O -1.992 -0.245 -0.001
S -1.407 -1.869 0.103
C 0.053 -0.780 -0.142
C 0.457 -0.893 -1.579
C 1.391 -1.051 0.584
H -1.192 2.465 -0.426
H -0.847 1.273 -1.635
H 0.486 1.886 -0.607
H -1.242 1.483 2.008
H 0.461 1.072 1.960
H -1.013 -0.105 2.224
H 0.392 -1.905 -2.020
H 1.492 -0.483 -1.828
H -0.288 -0.237 -2.275
H 1.964 -1.883 0.028
H 1.053 -1.443 1.522
H 2.079 -0.147 0.753